Record 1
Below is 15 unconnected molecules or ions with the total composition C65H155N5O15 in a non-equilibrium geometry, with properties calculated with the ωB97M-V functional and the def2-TZVPD basis.

```
240
Properties=species:S:1:pos:R:3
C -6.1995 3.9347 -2.2963
C -6.0480 2.6485 -3.0947
C -5.0341 2.8853 -4.2018
C -3.5753 2.9014 -3.6683
C -3.3255 1.5712 -2.9177
C -4.3014 1.2913 -1.7264
N -5.7086 1.5042 -2.2087
O -6.7427 1.1614 -1.3722
C -4.1449 -0.1945 -1.3486
C -3.9041 2.1818 -0.5521
C -7.3861 2.4496 -3.8167
H -6.3473 4.7911 -2.9542
H -5.2510 4.0966 -1.7843
H -6.9234 3.8113 -1.4908
H -5.0879 2.0004 -4.8360
H -5.3039 3.8239 -4.6860
H -3.5165 3.7330 -2.9661
H -2.8905 3.0140 -4.5088
H -2.3171 1.7064 -2.5266
H -3.1858 0.6908 -3.5450
H -4.3149 -0.8085 -2.2330
H -3.1731 -0.4007 -0.9002
H -4.9750 -0.5530 -0.7399
H -2.9715 1.8282 -0.1124
H -3.7088 3.2334 -0.7618
H -4.7002 2.1325 0.1908
H -7.5675 3.2922 -4.4840
H -8.2257 2.4282 -3.1221
H -7.3891 1.5158 -4.3790
H -6.9768 0.3375 -1.8058
C -0.7197 4.1542 4.1289
C -1.3914 3.5764 5.3970
C -2.6645 4.3770 5.8034
C -3.8142 4.2181 4.7653
C -4.1620 2.6892 4.5802
C -2.9829 1.8092 4.2765
N -1.8462 2.1773 5.1957
O -0.7510 1.2990 5.0431
C -3.4423 0.3585 4.6110
C -2.6342 1.8637 2.7949
C -0.4234 3.6390 6.5928
H -1.3979 4.3981 3.3112
H 0.0861 3.5367 3.7322
H -0.1281 5.0352 4.3778
H -2.9295 4.0447 6.8071
H -2.3301 5.4005 5.9725
H -3.4733 4.6708 3.8342
H -4.7465 4.7263 5.0116
H -4.8451 2.7227 3.7315
H -4.6921 2.4417 5.4999
H -4.3859 0.0727 4.1461
H -2.6843 -0.3760 4.3389
H -3.5124 0.2060 5.6880
H -1.6615 1.3814 2.6982
H -3.2826 1.2213 2.1992
H -2.6740 2.9176 2.5198
H -0.8490 3.2154 7.5024
H 0.0646 4.6036 6.7323
H 0.4454 3.0431 6.3129
H -0.8271 0.8257 5.8748
C -1.8002 -2.1822 -4.2914
C -1.2067 -1.4958 -5.5807
C -2.4384 -0.7891 -6.2303
C -2.0837 0.1960 -7.2544
C -1.1490 1.2929 -6.6822
C 0.1805 0.7051 -6.0489
N -0.1927 -0.4579 -5.2019
O 0.9087 -1.0125 -4.5296
C 1.1924 0.3084 -7.1718
C 0.7570 1.8189 -5.1599
C -0.5921 -2.5364 -6.5260
H -2.1467 -1.5287 -3.4908
H -1.0831 -2.8415 -3.8024
H -2.6665 -2.8284 -4.4330
H -2.9901 -1.6172 -6.6753
H -3.2062 -0.4183 -5.5513
H -3.0484 0.5273 -7.6387
H -1.6696 -0.1570 -8.1989
H -1.6849 1.8077 -5.8848
H -0.9514 2.0220 -7.4680
H 1.8152 -0.5203 -6.8352
H 0.6210 0.0112 -8.0512
H 1.8318 1.1432 -7.4588
H 0.0998 2.1381 -4.3510
H 1.7032 1.5191 -4.7095
H 1.0266 2.6935 -5.7520
H -1.3108 -3.3172 -6.7749
H 0.3835 -2.9153 -6.2217
H -0.3061 -2.0738 -7.4707
H 0.9348 -0.4682 -3.7393
C -2.4943 -2.2016 1.7573
C -2.8310 -3.5029 2.4708
C -4.3522 -3.4896 2.7668
C -5.2035 -3.9345 1.5369
C -4.7141 -5.1852 0.9694
C -3.2306 -5.1994 0.6167
N -2.4196 -4.6924 1.7368
O -1.0052 -4.7478 1.5634
C -2.8950 -6.7618 0.3640
C -3.0649 -4.5167 -0.7755
C -2.1987 -3.4793 3.8877
H -1.5181 -2.1929 1.2726
H -2.5437 -1.3453 2.4299
H -3.1896 -2.0298 0.9357
H -4.6042 -4.0405 3.6730
H -4.7679 -2.5013 2.9630
H -5.2283 -3.1605 0.7698
H -6.2346 -4.0896 1.8545
H -5.2619 -5.2943 0.0334
H -4.9914 -6.0320 1.5972
H -3.1066 -7.0858 -0.6550
H -1.8207 -6.9413 0.4077
H -3.3711 -7.4763 1.0356
H -3.4805 -3.5095 -0.8054
H -2.0026 -4.4027 -0.9913
H -3.5562 -5.0733 -1.5736
H -1.1101 -3.4544 3.8385
H -2.4286 -4.3455 4.5082
H -2.4459 -2.6394 4.5369
H -0.8271 -5.5931 1.9821
C 3.2022 -2.1224 -0.0870
C 2.0065 -1.2384 -0.1950
C 1.6351 -1.0006 1.2851
C 0.7892 0.2068 1.6106
C 1.3072 1.4210 0.9163
C 1.5047 1.3253 -0.5922
N 2.2831 0.0823 -0.9100
O 2.5779 -0.0363 -2.2897
C 0.0639 1.2903 -1.1970
C 2.2661 2.5940 -0.9724
C 0.8449 -1.9506 -0.9511
H 3.9923 -1.5819 0.4342
H 3.5218 -2.3369 -1.1068
H 2.9704 -3.0758 0.3878
H 1.0300 -1.8560 1.5856
H 2.5259 -0.9969 1.9132
H 0.7444 0.4089 2.6807
H -0.2269 0.0559 1.2461
H 2.2870 1.6538 1.3332
H 0.7041 2.2729 1.2306
H -0.4846 2.2185 -1.0369
H 0.0701 1.0937 -2.2691
H -0.6482 0.5700 -0.7943
H 2.4150 2.5974 -2.0522
H 1.7412 3.5107 -0.7035
H 3.2722 2.5936 -0.5532
H 0.6775 -2.8829 -0.4118
H 1.0786 -2.2028 -1.9854
H -0.1089 -1.4234 -0.9303
H 3.5277 0.1031 -2.2824
C 7.1966 1.2005 -2.6392
C 6.0648 0.6068 -1.7798
O 5.2494 -0.2520 -2.5470
H 7.7951 0.4168 -3.1037
H 7.8825 1.7714 -2.0133
H 6.8935 1.9041 -3.4145
H 5.4045 1.3560 -1.3430
H 6.4868 -0.0254 -0.9986
H 5.8123 -0.9279 -2.9316
C 2.6828 4.8812 2.2172
C 3.8463 5.5561 2.9836
O 3.7444 5.3036 4.3196
H 3.0392 4.6539 1.2124
H 1.7663 5.4711 2.2290
H 2.4698 3.8880 2.6125
H 3.9019 6.6044 2.6899
H 4.7914 5.1083 2.6764
H 3.9830 4.3768 4.3946
C 5.7333 -4.9441 0.4825
C 6.9237 -4.0121 0.7896
O 6.8975 -2.8673 -0.0689
H 5.7499 -5.8165 1.1358
H 5.8416 -5.3488 -0.5238
H 4.8229 -4.3644 0.6349
H 7.8371 -4.5682 0.5788
H 6.9925 -3.7397 1.8428
H 6.8665 -2.0439 0.4236
C -1.2990 5.1589 0.2053
C -2.6498 5.6630 0.7244
O -2.7623 7.0787 0.5902
H -0.4484 5.5902 0.7331
H -1.0442 5.4548 -0.8124
H -1.2759 4.0769 0.3348
H -2.6641 5.4536 1.7940
H -3.4611 5.0814 0.2866
H -3.6967 7.2809 0.6776
C -0.1818 -5.7259 -2.7246
C 0.1429 -7.1446 -3.2047
O -0.7686 -8.0360 -2.5104
H 0.4560 -4.9033 -3.0480
H -0.2155 -5.6498 -1.6378
H -1.2019 -5.4574 -2.9992
H 1.1129 -7.4316 -2.7985
H 0.0222 -7.3341 -4.2713
H -0.4382 -8.9165 -2.7028
C 6.3234 1.6787 2.0487
C 5.5874 0.3821 1.7312
O 6.4665 -0.6734 1.5709
H 5.5713 2.4670 2.0774
H 7.1103 1.8525 1.3148
H 6.8205 1.5528 3.0106
H 5.0640 0.5002 0.7824
H 4.9270 0.2394 2.5865
H 6.8045 -0.8983 2.4408
C 4.2550 -2.9672 3.8188
C 4.9185 -4.1437 4.4360
O 6.3348 -3.9302 4.5462
H 4.7084 -2.6952 2.8657
H 4.3004 -2.0867 4.4598
H 3.1964 -3.1302 3.6167
H 4.7522 -5.0884 3.9184
H 4.5875 -4.2466 5.4694
H 6.7082 -4.8145 4.5610
C 2.1687 -5.6321 0.1446
C 2.3155 -6.1066 1.6172
O 3.0354 -7.3385 1.6127
H 1.5786 -6.4022 -0.3522
H 3.1298 -5.4935 -0.3505
H 1.5198 -4.7566 0.1228
H 1.3740 -6.1825 2.1610
H 2.8837 -5.3609 2.1733
H 2.7595 -7.8501 2.3767
C 1.3760 4.8349 -3.4444
C 1.4738 6.3141 -2.9873
O 1.9319 6.3298 -1.6334
H 0.6123 4.2817 -2.8978
H 2.2991 4.2586 -3.3816
H 1.0255 4.8860 -4.4753
H 0.4678 6.7101 -3.1256
H 2.1807 6.9090 -3.5657
H 1.9623 7.2409 -1.3326
C 2.7349 1.1346 4.8398
C 3.2987 2.4673 5.3975
O 4.5856 2.7681 4.8823
H 2.2510 1.1368 3.8631
H 1.9932 0.7136 5.5187
H 3.5342 0.3983 4.7553
H 3.3572 2.3914 6.4833
H 2.5807 3.2689 5.2242
H 5.0833 1.9978 5.1661
```

HOMO-LUMO gap = 7.99 eV

Record 2
Below is a molecular structure, C65H53AsCl2F5N7O3PbS in a non-equilibrium geometry, with properties calculated with the ωB97M-V functional and the def2-TZVPD basis.

```
138
Properties=species:S:1:pos:R:3
Pb -0.6303 1.1162 0.1350
C 4.7600 -10.6796 5.6811
O 3.5901 -10.0318 6.1249
C 3.1495 -8.9413 5.4497
C 1.9530 -8.3818 5.9077
C 1.4093 -7.2776 5.2925
C 2.0468 -6.6917 4.1947
C 3.2403 -7.2562 3.7410
C 3.7913 -8.3618 4.3555
C 1.5491 -5.5081 3.5262
N 2.0971 -4.9927 2.4493
C 1.3932 -3.8667 2.1654
C 0.3721 -3.6850 3.1076
N 0.4923 -4.7452 3.9620
C -0.4854 -2.5606 3.1031
C -1.4451 -2.2723 4.1052
C -2.1605 -1.1137 4.0274
C -1.9572 -0.2479 2.9342
N -1.0307 -0.4846 2.0125
C -0.3118 -1.6223 2.0581
C 0.7338 -1.7991 1.0774
N 0.8954 -0.8488 0.1421
C 1.9203 -0.9086 -0.6763
C 2.8589 -1.9409 -0.6573
C 2.6944 -2.9631 0.2451
C 1.6190 -2.9081 1.1436
H 4.8825 -11.5450 6.3321
H 5.6386 -10.0315 5.7642
H 4.6650 -11.0165 4.6438
H 1.4719 -8.8414 6.7571
H 0.4757 -6.8816 5.6658
H 3.7269 -6.7999 2.8930
H 4.7223 -8.7611 3.9848
H -0.0875 -4.9364 4.7589
H -1.5772 -2.9488 4.9385
H -2.8939 -0.8506 4.7725
H -2.3941 0.7343 2.9192
H 2.0063 -0.0812 -1.3663
H 3.6935 -1.9198 -1.3417
H 3.3804 -3.7949 0.2979
N -1.9439 -0.7303 -1.2310
C -3.2935 -0.5696 -1.7805
C -3.3683 0.6342 -2.7213
C -4.2993 1.7583 -2.2687
C -4.0069 2.3266 -0.8827
N -2.6303 2.7982 -0.7712
H -1.3104 -0.9950 -1.9840
H -1.9613 -1.4799 -0.5478
H -3.9863 -0.4506 -0.9489
H -3.5794 -1.4780 -2.3231
H -3.7224 0.3017 -3.6994
H -2.3568 1.0364 -2.8329
H -5.3308 1.4018 -2.2761
H -4.2148 2.5645 -3.0041
H -4.1564 1.5690 -0.1121
H -4.7271 3.1384 -0.6963
H -2.5345 3.3750 0.0586
H -2.3964 3.3648 -1.5802
Cl 3.1349 4.1528 -2.2985
C 3.2793 3.5340 -0.6902
C 4.4089 3.8567 0.0479
C 4.5524 3.3800 1.3282
Cl 5.9873 3.7699 2.2201
C 3.5419 2.6105 1.9296
C 3.6087 2.1401 3.2563
C 2.5497 1.4479 3.7752
C 1.4298 1.2218 2.9645
N 1.3553 1.6083 1.7158
C 2.3783 2.2876 1.1684
C 2.2570 2.6917 -0.2138
O 1.2884 2.3008 -0.9519
H 5.1774 4.4742 -0.3900
H 4.4909 2.3450 3.8433
H 2.5649 1.0718 4.7847
H 0.5692 0.7085 3.3599
F -9.1315 2.0745 3.0387
C -8.0043 1.4030 2.7473
C -8.0523 0.1501 2.1388
F -9.2414 -0.4026 1.8499
C -6.8865 -0.5281 1.8380
F -6.9886 -1.7344 1.2525
C -5.6069 -0.0082 2.1250
S -4.1920 -0.8914 1.7383
C -5.6018 1.2583 2.7406
F -4.4240 1.8423 3.0546
C -6.7603 1.9475 3.0460
F -6.6853 3.1555 3.6323
C -0.3396 4.9925 3.2408
C -0.3504 4.5460 1.8029
O -0.9172 3.5102 1.4957
C 0.2676 5.4400 0.8056
C 0.1269 5.1225 -0.5468
C 0.6134 5.9649 -1.5264
C 1.2760 7.1280 -1.1672
C 1.4567 7.4366 0.1737
C 0.9524 6.6052 1.1567
H -0.9359 4.2951 3.8236
H -0.7572 5.9938 3.3314
H 0.6779 4.9938 3.6275
H -0.3577 4.1927 -0.7950
H 0.5001 5.7026 -2.5680
H 1.6575 7.7942 -1.9281
H 2.0031 8.3264 0.4531
H 1.1026 6.8618 2.1927
C 4.6922 1.0518 -5.4422
C 3.5683 0.7439 -6.1924
C 2.3302 0.6571 -5.5811
C 2.1985 0.8879 -4.2167
C 3.3350 1.1691 -3.4724
C 4.5766 1.2538 -4.0782
As 0.4551 0.8102 -3.3162
C 0.0095 -0.9627 -4.0292
C 0.9384 -1.9773 -3.8166
C 0.6529 -3.2918 -4.1323
C -0.5765 -3.6206 -4.6777
C -1.5036 -2.6216 -4.9179
C -1.2170 -1.3098 -4.5815
C -0.5304 1.9680 -4.5544
C -0.9764 1.6520 -5.8306
C -1.7214 2.5636 -6.5608
C -2.0390 3.7981 -6.0208
C -1.5870 4.1327 -4.7545
C -0.8348 3.2233 -4.0343
H 5.6571 1.1397 -5.9205
H 3.6584 0.5811 -7.2585
H 1.4596 0.4019 -6.1737
H 3.2418 1.3453 -2.4092
H 5.4487 1.4910 -3.4859
H 1.9047 -1.7243 -3.3949
H 1.3918 -4.0617 -3.9579
H -0.8073 -4.6488 -4.9138
H -2.4550 -2.8624 -5.3704
H -1.9581 -0.5454 -4.7613
H -0.7504 0.6869 -6.2657
H -2.0568 2.3097 -7.5567
H -2.6351 4.4996 -6.5857
H -1.8284 5.1012 -4.3365
H -0.4532 3.4664 -3.0485
```

HOMO-LUMO gap = 6.24 eV
Energy above the lowest of the compared OMol25 structures with the same formula, charge and spin = 81.2 kJ/mol

no.,E_HOMO (eV)
1,-7.68
2,-6.60